{"formula": "C24H26FN3O4S", "method": "ωB97M-V with the def2-TZVPD basis set", "elements": ["O", "C", "N", "C", "C", "C", "C", "O", "N", "C", "C", "C", "C", "C", "O", "C", "C", "O", "C", "C", "C", "N", "C", "C", "S", "C", "C", "C", "C", "C", "C", "F", "C", "H", "H", "H", "H", "H", "H", "H", "H", "H", "H", "H", "H", "H", "H", "H", "H", "H", "H", "H", "H", "H", "H", "H", "H", "H", "H"], "xyz": [[-5.20621, -1.93768, 0.11148], [-4.17211, -1.53115, 0.60049], [-2.95976, -1.91874, 0.15948], [-1.73883, -1.38159, 0.57992], [-0.53837, -1.88883, 0.11952], [0.65995, -1.29233, 0.49300], [1.95964, -1.90279, 0.07381], [2.27926, -3.01916, 0.44231], [2.74677, -1.16094, -0.73773], [2.41381, 0.12163, -1.30236], [3.23764, 1.24329, -0.65287], [4.57212, 0.69507, -0.11753], [5.06922, -0.43182, -1.03800], [4.09666, -1.61385, -1.00589], [5.50546, 1.75916, -0.05966], [6.18266, 1.67866, 1.17436], [5.13988, 1.02711, 2.08425], [4.42919, 0.19053, 1.20152], [0.64099, -0.19977, 1.35251], [-0.55673, 0.30174, 1.82471], [-1.76257, -0.28041, 1.44696], [-2.98040, 0.22432, 1.83272], [-4.15099, -0.61331, 1.82879], [-5.42753, 0.22907, 1.89701], [-5.32228, 1.80958, 1.00465], [-5.38863, 1.27406, -0.73788], [-4.06022, 0.89138, -1.31330], [-3.97502, -0.14838, -2.23223], [-2.75571, -0.50331, -2.78206], [-1.59981, 0.16926, -2.42469], [-1.70276, 1.20461, -1.51515], [-0.58288, 1.87246, -1.15509], [-2.90854, 1.58060, -0.95909], [-2.93906, -2.59374, -0.59401], [-0.53132, -2.74453, -0.53896], [2.63146, 0.07845, -2.37625], [1.35069, 0.31510, -1.17052], [3.46074, 2.02728, -1.37550], [2.69055, 1.69050, 0.17652], [6.05746, -0.75536, -0.71206], [5.15986, -0.01426, -2.04129], [4.13099, -2.15390, -1.96059], [4.35449, -2.31250, -0.20710], [6.46689, 2.68623, 1.47510], [7.07740, 1.04791, 1.08442], [5.56550, 0.41255, 2.87743], [4.47075, 1.78398, 2.51696], [1.57464, 0.23924, 1.66738], [-0.56941, 1.15401, 2.48769], [-2.96942, 0.94556, 2.53861], [-4.16725, -1.30310, 2.70012], [-5.64745, 0.51553, 2.92485], [-6.26191, -0.34510, 1.49313], [-6.09860, 0.45013, -0.80391], [-5.79339, 2.13735, -1.27125], [-4.86752, -0.69049, -2.50560], [-2.70277, -1.31368, -3.49343], [-0.63959, -0.09732, -2.83650], [-2.94769, 2.39164, -0.24919]], "mol_weight_g_mol": 471.55, "total_energy_ha": -1893.487172, "smiles": "O=C1Nc2cc(C(=O)N3CCC4(CC3)OCCO4)ccc2N[C@H]1CSCc1cccc(F)c1", "multiplicity": 1, "total_charge": 0, "lumo_energy_ev": 0.51, "largest_force_ev_per_a": 0.737, "e_homo_ev": -7.765, "gap_ev": 8.28}

=====

{"formula": "C5H7NO", "method": "ωB97M-V with the def2-TZVPD basis set", "elements": ["O", "C", "C", "C", "C", "C", "N", "H", "H", "H", "H", "H", "H", "H"], "xyz": [[-1.91006, -2.24724, -0.42006], [-0.60131, -2.42368, -0.94748], [0.15655, -1.19048, -0.68765], [0.32532, -0.07881, -0.24639], [0.08408, 1.16007, 0.45790], [1.11614, 1.97311, 1.13405], [0.42151, 2.48756, -0.04214], [-1.89161, -1.41394, 0.07070], [-0.12568, -3.28820, -0.46764], [-0.68943, -2.62997, -2.01915], [-0.90049, 1.11785, 0.91919], [2.15499, 1.66958, 1.04201], [0.85057, 2.44880, 2.07481], [1.00941, 2.41536, -0.86817]], "mol_weight_g_mol": 97.12, "total_energy_ha": -324.585859, "smiles": "OCC#C[C@H]1CN1", "multiplicity": 1, "total_charge": 0, "lumo_energy_ev": 0.79, "largest_force_ev_per_a": 0.559, "e_homo_ev": -9.401, "gap_ev": 10.19}

=====

{"formula": "C39H42GeN4O2SiV", "method": "ωB97M-V with the def2-TZVPD basis set", "elements": ["V", "C", "C", "C", "C", "C", "C", "N", "N", "Si", "C", "C", "C", "H", "H", "H", "H", "H", "H", "H", "H", "H", "H", "H", "H", "H", "H", "H", "O", "C", "C", "C", "C", "N", "C", "C", "C", "C", "C", "C", "O", "C", "C", "N", "H", "H", "H", "H", "H", "H", "H", "H", "H", "H", "H", "H", "C", "C", "C", "C", "C", "C", "Ge", "C", "C", "C", "C", "C", "C", "C", "C", "C", "C", "C", "C", "H", "H", "H", "H", "H", "H", "H", "H", "H", "H", "H", "H", "H", "H", "H"], "xyz": [[0.25166, -0.08092, 0.17224], [-3.59526, 0.46380, 0.01121], [-2.83600, 0.42176, 1.30405], [-3.43428, 0.63272, 2.52782], [-2.65469, 0.60607, 3.68063], [-1.29672, 0.34398, 3.61408], [-0.75289, 0.10381, 2.36286], [-1.51948, 0.15585, 1.24172], [0.57891, -0.17589, 2.00911], [1.68412, -1.09555, 3.07732], [2.37467, 0.00412, 4.38813], [0.69351, -2.50309, 3.75989], [3.06446, -1.70226, 2.00221], [-4.02303, -0.51596, -0.21753], [-2.94730, 0.75351, -0.81671], [-4.42550, 1.16558, 0.06980], [-4.49579, 0.83691, 2.57945], [-3.11537, 0.80157, 4.64161], [-0.67368, 0.33250, 4.49741], [1.62160, 0.59239, 4.91528], [3.11081, 0.69327, 3.96492], [2.89284, -0.61065, 5.13112], [0.13376, -2.22430, 4.65680], [1.35118, -3.33503, 4.02907], [-0.02252, -2.86523, 3.01498], [3.40415, -0.94089, 1.29300], [2.79036, -2.60754, 1.45280], [3.91935, -1.95389, 2.63910], [5.44381, -3.20366, -3.02408], [5.52711, -1.80244, -2.90992], [4.29232, -1.30775, -2.21471], [4.14766, 0.03142, -1.88663], [3.00393, 0.45310, -1.24713], [2.00125, -0.38074, -0.92162], [2.13577, -1.68628, -1.25861], [3.25239, -2.17479, -1.89357], [0.96603, -2.55457, -0.93756], [0.99440, -3.92712, -1.03982], [-0.16296, -4.65978, -0.79540], [-0.16169, -6.15737, -0.89062], [1.04448, -6.56721, -1.48863], [-1.32358, -3.97459, -0.45306], [-1.28033, -2.61013, -0.32687], [-0.15873, -1.89642, -0.55649], [6.21694, -3.53859, -3.49022], [5.58774, -1.31258, -3.88723], [6.40079, -1.48748, -2.33159], [4.91857, 0.75553, -2.11983], [2.88327, 1.48866, -0.97010], [3.33899, -3.21728, -2.15812], [1.89603, -4.45120, -1.31887], [-1.04060, -6.47603, -1.45868], [-0.26729, -6.55545, 0.12487], [1.04209, -7.52335, -1.60178], [-2.25457, -4.49838, -0.27651], [-2.15160, -2.04691, -0.03050], [-2.73623, 4.77339, 3.27616], [-1.37862, 4.59660, 3.51184], [-0.59969, 3.90402, 2.59433], [-1.17781, 3.38500, 1.43171], [-2.54904, 3.55074, 1.21487], [-3.32246, 4.25157, 2.12827], [-0.05815, 2.55112, 0.12513], [1.79723, 3.04989, 0.41084], [2.56838, 2.59216, 1.47942], [3.86219, 3.06402, 1.65040], [4.39123, 3.98719, 0.75381], [3.62715, 4.44282, -0.31315], [2.33289, 3.96861, -0.49626], [-0.61197, 2.85341, -1.69335], [-0.13128, 2.04151, -2.72705], [-0.42763, 2.33655, -4.04859], [-1.20151, 3.45086, -4.34774], [-1.68003, 4.26605, -3.33004], [-1.39632, 3.96930, -2.00233], [-3.33979, 5.32518, 3.98643], [-0.92409, 5.00937, 4.40364], [0.46130, 3.79105, 2.77708], [-3.01656, 3.14613, 0.32386], [-4.38009, 4.39566, 1.94534], [2.16196, 1.86866, 2.17532], [4.45997, 2.71768, 2.48484], [5.40027, 4.35549, 0.89021], [4.03585, 5.16944, -1.00459], [1.74748, 4.31990, -1.33854], [0.48792, 1.17764, -2.50868], [-0.05265, 1.70633, -4.84511], [-1.42842, 3.68743, -5.37939], [-2.27386, 5.13898, -3.56855], [-1.76266, 4.62179, -1.22109]], "mol_weight_g_mol": 750.43, "total_energy_ha": -5190.885357, "multiplicity": 4, "total_charge": 2, "lumo_energy_ev": [-6.21, -7.25], "largest_force_ev_per_a": 1.154, "s2": 3.78, "e_homo_ev": [-13.319, -13.566], "gap_ev": [7.10, 6.31]}

=====

{"formula": "C9H16N2O2", "method": "ωB97M-V with the def2-TZVPD basis set", "elements": ["O", "C", "C", "C", "N", "C", "O", "N", "H", "H", "H", "H", "C", "C", "C", "C", "C", "H", "H", "H", "H", "H", "H", "H", "H", "H", "H", "H", "H"], "xyz": [[-0.43584, -2.39874, -2.79712], [0.06876, -2.09037, -1.74938], [-0.59901, -2.17171, -0.42626], [0.19102, -2.03754, 0.62551], [1.55987, -1.77853, 0.74028], [2.20662, -1.51166, -0.55552], [3.36089, -1.29999, -0.64664], [1.37192, -1.51939, -1.68499], [-1.63415, -2.16706, -0.61478], [-0.31049, -2.15834, 1.59422], [2.09238, -1.89034, 1.56368], [1.54802, -1.10079, -2.61756], [-1.80221, 0.87041, -1.89983], [-1.42019, 1.66171, -0.59103], [-0.45941, 0.89550, 0.39207], [-0.17926, 1.75967, 1.55954], [0.95923, 1.41774, 2.59226], [-1.10667, 0.92802, -2.83384], [-1.71564, -0.37748, -1.67170], [-2.93243, 0.93373, -2.16187], [-2.28645, 1.92582, -0.19891], [-1.02091, 2.71023, -0.83372], [-0.97372, 0.01736, 0.63473], [0.53728, 0.77480, -0.01035], [-1.09839, 2.09841, 1.91347], [0.36476, 2.56631, 1.12400], [1.95132, 1.16832, 2.04977], [1.18616, 2.19169, 3.36306], [0.57654, 0.58225, 3.14091]], "mol_weight_g_mol": 184.24, "total_energy_ha": -612.457693, "smiles": "O=c1cc[nH]c(=O)[nH]1.CCCCC", "multiplicity": 1, "total_charge": 0, "lumo_energy_ev": 0.60, "largest_force_ev_per_a": 5.660, "e_homo_ev": -9.430, "gap_ev": 10.03}

=====

{"formula": "C16H28BrMnN4O2S3", "method": "ωB97M-V with the def2-TZVPD basis set", "elements": ["Mn", "N", "C", "C", "N", "C", "C", "N", "H", "H", "H", "H", "H", "H", "H", "H", "H", "H", "H", "H", "H", "C", "C", "S", "C", "C", "S", "C", "C", "S", "H", "H", "H", "H", "H", "H", "H", "H", "H", "H", "H", "H", "Br", "C", "C", "N", "C", "C", "C", "C", "O", "O", "H", "H", "H"], "xyz": [[-0.51941, 0.37095, -0.38322], [0.80387, 0.68245, -2.01703], [1.48293, -0.58651, -2.38721], [1.65879, -1.42301, -1.13349], [0.39371, -1.48661, -0.39425], [-0.56755, -2.51593, -0.83500], [-1.51872, -1.98303, -1.89384], [-1.98431, -0.64563, -1.46876], [0.39965, 1.10541, -2.84706], [1.49942, 1.34454, -1.68915], [2.44411, -0.40246, -2.86977], [0.85504, -1.10438, -3.10920], [2.39703, -0.95171, -0.47989], [2.03608, -2.41698, -1.38987], [0.54968, -1.64859, 0.60634], [-1.13844, -2.79822, 0.05078], [-0.05582, -3.41237, -1.19556], [-2.34889, -2.67748, -2.03398], [-1.02411, -1.87880, -2.85852], [-2.68052, -0.73597, -0.73040], [-2.44385, -0.16841, -2.23737], [2.26199, 3.50103, -0.04474], [2.29314, 2.45445, 1.05855], [0.87890, 1.34581, 1.30588], [-0.29222, 2.32831, 2.28528], [-1.54495, 2.87433, 1.58642], [-1.88151, 2.33691, -0.11674], [-1.55423, 3.82457, -1.09517], [-0.10996, 4.15999, -1.42362], [0.87714, 4.66798, 0.01689], [2.28561, 3.05308, -1.03828], [3.17750, 4.08998, 0.03469], [2.45473, 2.93062, 2.02586], [3.14427, 1.78656, 0.90438], [0.27869, 3.14510, 2.72329], [-0.58930, 1.66451, 3.09468], [-1.52057, 3.96105, 1.56013], [-2.42148, 2.57083, 2.15490], [-2.04496, 4.65400, -0.58441], [-2.10877, 3.66604, -2.02323], [-0.09724, 4.97825, -2.14462], [0.37967, 3.30759, -1.89030], [-5.95647, 0.99230, 4.33161], [-4.38457, -0.05196, 4.33890], [-4.06645, -0.82169, 5.45060], [-2.97374, -1.57435, 5.50997], [-2.15925, -1.58162, 4.46002], [-2.39585, -0.83924, 3.30807], [-3.54155, -0.05729, 3.24638], [-1.41353, -0.88025, 2.17499], [-0.43192, -1.61921, 2.23852], [-1.68877, -0.08679, 1.19139], [-4.71871, -0.82999, 6.31575], [-1.27058, -2.19642, 4.52589], [-3.76591, 0.52053, 2.36025]], "mol_weight_g_mol": 539.47, "total_energy_ha": -5915.425517, "multiplicity": 2, "total_charge": 1, "lumo_energy_ev": [-2.70, -2.71], "largest_force_ev_per_a": 0.073, "s2": 0.77, "e_homo_ev": [-11.328, -11.215], "gap_ev": [8.63, 8.51]}

=====

{"formula": "C19H14LaN5O2", "method": "ωB97M-V with the def2-TZVPD basis set", "elements": ["La", "O", "C", "C", "C", "C", "C", "C", "C", "O", "N", "N", "C", "C", "C", "C", "C", "C", "N", "H", "H", "H", "H", "H", "H", "H", "H", "H", "H", "N", "C", "C", "C", "C", "C", "N", "C", "H", "H", "H", "H"], "xyz": [[-1.83164, 0.85578, -0.80073], [0.92502, -1.04205, 4.08603], [0.04363, -1.98301, 3.73753], [0.01673, -3.13295, 4.52967], [-0.86116, -4.14879, 4.23750], [-1.74378, -4.06187, 3.15087], [-1.72748, -2.94097, 2.36698], [-0.83771, -1.87748, 2.63477], [-0.84666, -0.71902, 1.78368], [-1.68145, -0.70099, 0.74051], [-0.05185, 0.31501, 1.96755], [-0.26838, 1.26112, 0.98551], [0.47239, 2.30801, 1.02217], [0.29876, 3.36644, 0.01498], [1.08039, 4.50562, 0.03282], [0.86296, 5.47595, -0.94104], [-0.12280, 5.28037, -1.89228], [-0.86776, 4.11198, -1.84088], [-0.66601, 3.16778, -0.91534], [0.87004, -0.27979, 3.48593], [0.69525, -3.19980, 5.36808], [-0.86937, -5.03242, 4.86206], [-2.42907, -4.86994, 2.94091], [-2.40523, -2.84990, 1.53007], [1.22891, 2.42130, 1.79366], [1.84136, 4.64340, 0.78820], [1.45946, 6.37850, -0.94910], [-0.32494, 6.01626, -2.65692], [-1.65718, 3.93765, -2.56497], [1.06245, -4.86624, -2.60557], [0.95019, -3.74497, -2.82028], [0.79524, -2.34021, -3.05930], [1.55108, -1.66748, -4.01610], [1.35422, -0.30555, -4.19048], [0.41580, 0.33513, -3.40843], [-0.31962, -0.30778, -2.48197], [-0.13180, -1.62446, -2.31395], [2.27978, -2.20627, -4.60713], [1.92196, 0.24902, -4.92333], [0.24153, 1.40000, -3.51586], [-0.72327, -2.12738, -1.55585]], "mol_weight_g_mol": 483.26, "total_energy_ha": -1187.809416, "multiplicity": 1, "total_charge": 2, "lumo_energy_ev": [-7.67, -7.67], "largest_force_ev_per_a": 1.200, "e_homo_ev": [-13.319, -13.318], "gap_ev": [5.65, 5.65]}

=====

{"formula": "C35H25Br2O4", "method": "ωB97M-V with the def2-TZVPD basis set", "elements": ["C", "O", "C", "C", "C", "C", "C", "C", "C", "C", "Br", "C", "O", "C", "Br", "C", "C", "C", "H", "H", "H", "H", "H", "H", "H", "H", "H", "H", "C", "C", "C", "C", "C", "C", "C", "C", "C", "C", "C", "C", "O", "C", "C", "C", "C", "C", "C", "C", "O", "C", "C", "H", "H", "H", "H", "H", "H", "H", "H", "H", "H", "H", "H", "H", "H", "H"], "xyz": [[0.34034, 1.60610, 7.63319], [1.04739, 2.34846, 6.61637], [0.63774, 2.26515, 5.32770], [-0.41447, 1.42229, 4.89269], [-0.79917, 1.44049, 3.56499], [-0.07934, 2.19044, 2.58866], [-0.32544, 2.16246, 1.19300], [-1.38225, 1.50326, 0.55513], [-1.92603, 2.06698, -0.65439], [-3.14097, 1.67648, -1.12850], [-3.87909, 2.37260, -2.71658], [-3.98813, 0.72474, -0.34820], [-5.20324, 0.61834, -0.52032], [-3.23379, -0.08143, 0.65729], [-4.12945, -1.55073, 1.43914], [-1.97791, 0.28913, 1.03551], [0.92553, 3.08350, 3.07814], [1.28675, 3.11618, 4.39448], [0.95409, 1.75196, 8.52269], [-0.67029, 2.00994, 7.78902], [0.27348, 0.53887, 7.38449], [-0.94344, 0.79014, 5.60957], [-1.68775, 0.88154, 3.28236], [0.22211, 2.88367, 0.58667], [-1.36998, 2.86203, -1.15125], [-1.42138, -0.35062, 1.71827], [1.40671, 3.76538, 2.37582], [2.06376, 3.78723, 4.75559], [0.70097, -2.44281, 0.78593], [1.50611, -1.67337, 1.63292], [1.94851, -0.41902, 1.23105], [1.61086, 0.09277, -0.04491], [2.10620, 1.35256, -0.55272], [2.74339, 2.35071, 0.31579], [2.68005, 3.81985, -0.02547], [1.63114, 4.41385, -0.73904], [1.46898, 5.80625, -0.74186], [2.38771, 6.61265, -0.05893], [3.48575, 6.02615, 0.58818], [3.63043, 4.64264, 0.60072], [3.33296, 2.05409, 1.36995], [2.40250, 1.45229, -2.00231], [2.91667, 0.21983, -2.74383], [3.65340, -0.80850, -2.14003], [3.98282, -1.96259, -2.85794], [3.63511, -2.06831, -4.21048], [2.99943, -0.99444, -4.84740], [2.67707, 0.15561, -4.12667], [2.25904, 2.48787, -2.66529], [0.74329, -0.67668, -0.86315], [0.28502, -1.91685, -0.44110], [0.38253, -3.44615, 1.07503], [1.81202, -2.05451, 2.60725], [2.60597, 0.17735, 1.86114], [0.94070, 3.78161, -1.29223], [0.61954, 6.23588, -1.27944], [2.24633, 7.69441, -0.03580], [4.22905, 6.63372, 1.10353], [4.45687, 4.18019, 1.14090], [3.94217, -0.72220, -1.09038], [4.49561, -2.78326, -2.35207], [3.87144, -2.97335, -4.77264], [2.74186, -1.04140, -5.90601], [2.20316, 1.00847, -4.61583], [0.45324, -0.28055, -1.84189], [-0.38748, -2.47615, -1.09442]], "mol_weight_g_mol": 669.39, "total_energy_ha": -6797.738337, "multiplicity": 1, "total_charge": -1, "lumo_energy_ev": 1.21, "largest_force_ev_per_a": 2.419, "e_homo_ev": -3.938, "gap_ev": 5.15}